Record 1
An isolated molecule of C3H4N2O at a distorted geometry. Source: the OMol25 dataset; level of theory: wB97M-V/def2-TZVPD.

* maximum force: 1.60 eV/Å
* frontier orbital gap: 8.506 eV
* ΔE to the lowest compared entry with this formula, charge and spin: 128.6 kcal/mol
* total energy: -8198.308 eV
* E_HOMO: -8.9734 eV

CARTESIAN COORDINATES (ANGSTROEM)
O  -1.227  0.594  0.538
C  -0.314  0.281  -1.437
N  0.932  0.890  -0.932
C  1.141  0.380  0.222
C  -0.008  -0.525  0.505
N  -0.306  -0.986  -0.804
H  -1.024  1.558  0.614
H  1.959  0.628  0.901
H  0.007  -1.280  1.318
H  -1.177  -1.514  -0.842

These are the natural (NBO) partial charges, in e, on atoms 1 to 6:
1 O -0.77
2 C 0.34
3 N -0.47
4 C 0.09
5 C 0.17
6 N -0.68

Record 2
A cluster of 2 separate species, C3H4N2O in total at a distorted geometry. Source: the OMol25 dataset; level of theory: wB97M-V/def2-TZVPD.

* maximum force: 6.03 eV/Å
* frontier orbital gap (spin up / spin down): 6.934 / 6.907 eV
* ΔE to the lowest compared entry with this formula, charge and spin: 189.0 kcal/mol
* total energy: -8195.688 eV
* E_HOMO (spin up / spin down): -8.7054 / -8.6852 eV

CARTESIAN COORDINATES (ANGSTROEM)
C  2.220  -0.328  0.095
C  0.857  -0.104  0.180
C  -1.350  -0.571  -0.128
N  3.393  -0.370  -0.068
N  0.463  1.985  0.129
O  -0.024  -1.027  0.245
H  -1.303  -0.426  -1.185
H  -1.794  0.416  0.439
H  -1.966  -1.406  -0.048
H  -0.496  1.830  0.342

These are the natural (NBO) partial charges, in e, on atoms 1 to 6:
1 C 0.12
2 C 0.46
3 C -0.25
4 N -0.16
5 N -0.62
6 O -0.42

Record 3
A cluster of 2 separate species, C3H4N2O in total. Source: the OMol25 dataset; level of theory: wB97M-V/def2-TZVPD.

* maximum force: 0.83 eV/Å
* frontier orbital gap: 10.062 eV
* ΔE to the lowest compared entry with this formula, charge and spin: 127.3 kcal/mol
* total energy: -8198.365 eV
* E_HOMO: -9.4681 eV

CARTESIAN COORDINATES (ANGSTROEM)
N  1.729  0.060  -0.281
C  0.852  -0.989  -0.318
C  0.020  -1.859  -0.328
O  -3.331  0.970  0.257
N  -2.154  1.227  0.222
C  -1.032  1.517  0.190
H  2.075  0.314  -1.199
H  2.506  -0.100  0.351
H  -0.710  -2.637  -0.342
H  0.041  1.519  0.146

These are the natural (NBO) partial charges, in e, on atoms 1 to 6:
1 N -0.85
2 C 0.13
3 C -0.30
4 O -0.42
5 N 0.20
6 C -0.06

Record 4
A cluster of 2 separate species, C3H4N2O in total. Source: the OMol25 dataset; level of theory: wB97M-V/def2-TZVPD.

* maximum force: 0.74 eV/Å
* frontier orbital gap: 9.032 eV
* ΔE to the lowest compared entry with this formula, charge and spin: 159.7 kcal/mol
* total energy: -8196.959 eV
* E_HOMO: -9.4961 eV

CARTESIAN COORDINATES (ANGSTROEM)
O  -0.940  2.224  0.392
C  -0.141  1.338  -0.172
C  0.762  0.935  -0.897
N  1.039  -1.353  -0.131
C  -0.105  -1.222  0.382
N  -0.980  -0.393  0.717
H  -1.484  1.760  1.045
H  1.527  0.701  -1.601
H  1.303  -2.156  -0.679
H  -0.981  -1.835  0.945

These are the natural (NBO) partial charges, in e, on atoms 1 to 6:
1 O -0.65
2 C 0.27
3 C -0.26
4 N -0.72
5 C 0.29
6 N -0.43

Record 5
An isolated molecule of C3H4N2O. Source: the OMol25 dataset; level of theory: wB97M-V/def2-TZVPD.

* maximum force: 0.62 eV/Å
* frontier orbital gap: 9.167 eV
* ΔE to the lowest compared entry with this formula, charge and spin: 100.7 kcal/mol
* total energy: -8199.519 eV
* E_HOMO: -9.1309 eV

CARTESIAN COORDINATES (ANGSTROEM)
O  1.060  -1.957  -0.452
C  1.154  -0.703  0.023
C  0.491  -0.081  1.002
C  -0.306  0.976  1.029
N  -0.856  1.452  -0.230
N  -0.832  0.612  -1.142
H  0.363  -2.455  -0.002
H  1.948  -0.161  -0.499
H  -0.528  1.638  1.867
H  -1.155  1.077  -2.000

These are the natural (NBO) partial charges, in e, on atoms 1 to 6:
1 O -0.65
2 C 0.19
3 C -0.13
4 C -0.14
5 N -0.14
6 N -0.35

Record 6
An isolated molecule of C3H4N2O at a distorted geometry. Source: the OMol25 dataset; level of theory: wB97M-V/def2-TZVPD.

* maximum force: 1.20 eV/Å
* frontier orbital gap: 11.789 eV
* ΔE to the lowest compared entry with this formula, charge and spin: 33.2 kcal/mol
* total energy: -8202.446 eV
* E_HOMO: -11.0222 eV

CARTESIAN COORDINATES (ANGSTROEM)
N  -1.095  -0.445  1.084
C  -0.202  0.430  1.245
O  0.839  0.574  0.397
C  0.845  -0.307  -0.716
C  -0.110  0.116  -1.756
N  -0.831  0.450  -2.596
H  -1.787  -0.397  1.827
H  -0.117  1.170  2.043
H  0.602  -1.327  -0.406
H  1.857  -0.265  -1.120

These are the natural (NBO) partial charges, in e, on atoms 1 to 6:
1 N -0.71
2 C 0.41
3 O -0.48
4 C -0.18
5 C 0.25
6 N -0.29

Record 7
An isolated molecule of C3H4N2O at a distorted geometry. Source: the OMol25 dataset; level of theory: wB97M-V/def2-TZVPD.

* maximum force: 1.11 eV/Å
* frontier orbital gap: 10.500 eV
* ΔE to the lowest compared entry with this formula, charge and spin: 14.5 kcal/mol
* total energy: -8203.259 eV
* E_HOMO: -9.7198 eV

CARTESIAN COORDINATES (ANGSTROEM)
O  -1.289  1.865  0.134
C  -0.639  0.854  0.063
C  -0.967  -0.682  -0.047
N  0.269  -1.309  -0.412
C  1.186  -0.445  -0.226
N  0.763  0.781  0.226
H  -1.178  -0.900  0.995
H  -1.764  -1.163  -0.620
H  2.232  -0.573  -0.445
H  1.387  1.571  0.331

These are the natural (NBO) partial charges, in e, on atoms 1 to 6:
1 O -0.55
2 C 0.68
3 C -0.37
4 N -0.44
5 C 0.25
6 N -0.65

Record 8
An isolated molecule of C3H4N2O at a distorted geometry. Source: the OMol25 dataset; level of theory: wB97M-V/def2-TZVPD.

* maximum force: 5.61 eV/Å
* frontier orbital gap (spin up / spin down): 7.453 / 7.720 eV
* ΔE to the lowest compared entry with this formula, charge and spin: 31.5 kcal/mol
* spin multiplicity: 3
* ⟨S²⟩: 2.063
* total energy: -8197.156 eV
* E_HOMO (spin up / spin down): -6.5948 / -8.2291 eV

CARTESIAN COORDINATES (ANGSTROEM)
C  0.954  -1.455  0.818
C  -0.364  -1.059  1.002
C  -0.068  0.322  -0.718
N  1.646  -0.989  -0.140
N  -0.144  1.456  -1.405
O  -0.845  -0.072  0.216
H  1.534  -2.141  1.537
H  -1.044  -1.326  1.805
H  0.707  1.669  -2.050
H  -0.228  2.214  -0.870

These are the natural (NBO) partial charges, in e, on atoms 1 to 6:
1 C -0.19
2 C 0.15
3 C 0.48
4 N -0.32
5 N -0.79
6 O -0.49